19
Properties=species:S:1:pos:R:3:forces:R:3 method="wB97M-V/def2-TZVPD" homo_lumo_gap_ha=0.359 total_charge=0 e_tot_ha=-477.2645 spin_multiplicity=1 e_above_lowest_kcal_mol=79.9 lumo_ha=0.010 smiles="O=C1/C(=N/O)[C@H]2CC[C@@H]1C2"
C -0.42303 -0.34124 0.71549 -1.8 -0.9 -1.4
C 1.16661 -0.71507 -1.02367 0.5 -1.3 3.0
C 0.85456 0.12218 1.30702 0.6 -0.6 -1.8
H 1.16041 -0.43995 -2.03868 -0.2 0.0 -1.3
O -2.93824 0.19641 0.00390 -0.9 -0.7 0.0
H 0.66883 1.00578 1.90643 0.5 -0.1 0.5
C 0.36935 1.67644 -0.28037 2.5 0.7 0.1
C -0.11855 -1.38557 -0.38887 1.5 -1.0 -0.6
H -1.23831 -0.63536 1.30804 -0.8 -0.5 1.3
H 2.02711 -1.39304 -0.77468 -0.6 0.6 -0.8
C -0.83168 0.88578 -0.01684 -4.6 0.7 -0.6
H 2.41444 0.75416 -0.14583 1.0 1.0 -0.1
H 0.14013 -2.42441 0.03490 -0.4 1.6 -0.5
H 1.41642 -0.69399 1.72467 0.4 0.0 0.7
H -3.83788 0.40687 -0.35209 1.4 0.3 0.2
O 0.65733 2.86342 -0.23700 -1.1 -1.6 -0.6
C 1.38736 0.50270 -0.13549 0.4 1.1 0.9
H -0.81900 -1.55241 -1.22433 -0.4 0.3 0.9
N -2.05588 1.16729 -0.38262 2.0 0.6 0.0